6 unconnected molecules or ions with the total composition C36H81N5O2 at a distorted geometry. Source: OMol25; level of theory: wB97M-V/def2-TZVPD.

The geometry in XYZ format:
```
124
Properties=species:S:1:pos:R:3:forces:R:3
C 18.5567 12.3197 16.9494 0.6 0.0 -0.7
C 17.5649 13.2005 17.6600 0.3 0.4 0.6
N 17.0685 12.6134 18.9001 0.2 -0.5 0.5
C 16.0715 13.4591 19.5142 -1.4 -0.5 -0.7
C 15.1306 12.6228 20.4251 0.4 0.5 -1.2
C 18.0141 12.0943 19.8995 1.3 0.4 0.0
C 19.0685 13.1869 20.2930 -0.5 0.2 2.0
H 18.8298 12.9146 16.0488 0.0 -0.8 0.3
H 18.0312 11.4114 16.6690 0.3 -0.2 -0.3
H 19.5157 12.0361 17.4778 -1.2 0.6 -0.3
H 18.1122 14.1783 17.8111 -1.0 -0.4 0.0
H 16.6345 13.3286 17.0177 1.3 0.1 0.6
H 16.4610 14.2948 20.0733 0.4 0.6 0.1
H 15.5099 13.8518 18.6411 0.0 0.1 0.7
H 15.2291 11.6296 19.9572 -0.8 0.2 0.6
H 15.5954 12.5613 21.4059 -0.6 0.1 0.3
H 14.0950 13.0652 20.3880 1.0 -0.8 0.4
H 18.5863 11.2122 19.5571 -0.4 0.4 -0.4
H 17.4489 11.6959 20.7759 0.4 0.6 -0.6
H 18.6007 14.0151 20.9018 0.3 -0.7 -0.7
H 19.5469 13.6549 19.4506 0.0 0.0 -0.6
H 19.9058 12.8517 20.9520 -0.7 -0.3 -0.5
C 22.8369 14.7064 19.4277 -0.8 -0.3 -0.5
C 22.9036 14.2297 17.9607 0.6 1.8 -0.6
N 23.3764 12.9222 17.6543 0.9 -1.9 0.6
C 22.5862 11.7839 18.1390 0.2 0.9 -0.7
C 23.2998 10.4818 18.1018 1.0 -0.7 -0.5
C 23.9115 12.7334 16.2878 1.0 -0.3 2.0
C 25.4243 12.4594 16.2918 -1.0 -2.6 -1.6
H 21.9836 14.2702 19.9548 0.4 -0.4 0.3
H 22.6055 15.7780 19.4852 0.3 -0.1 -0.4
H 23.8031 14.5494 19.8999 -0.1 -0.3 0.3
H 21.9716 14.4196 17.4147 -0.5 0.3 0.2
H 23.6457 14.9394 17.5159 -0.5 -0.5 0.0
H 22.2527 11.9201 19.1405 -0.2 0.6 0.9
H 21.7064 11.6880 17.5379 -1.1 0.0 -0.6
H 23.6761 10.2569 17.0915 0.0 0.0 0.4
H 24.1297 10.4945 18.8101 0.1 -0.1 -0.1
H 22.6425 9.6571 18.3513 -0.2 -0.1 0.2
H 23.7423 13.6235 15.7866 -0.4 1.9 -1.3
H 23.4345 11.9545 15.7070 -0.5 -0.4 0.2
H 26.0435 13.1913 16.7475 0.4 0.9 0.1
H 25.6709 12.2262 15.1968 0.3 0.6 1.5
H 25.5698 11.5012 16.8411 0.1 0.6 -0.3
C 10.6832 11.7091 12.6894 0.8 0.2 -1.6
C 10.0649 10.3677 12.9662 -0.4 -0.3 -0.1
N 10.5104 9.3933 11.9586 0.8 -0.1 0.5
C 11.5758 8.5588 12.5745 -1.5 0.6 1.4
C 12.2165 7.5399 11.7023 0.2 -1.6 0.6
C 9.4225 8.6982 11.3119 -0.9 0.8 0.6
C 8.5279 9.6648 10.4718 0.9 -0.4 -0.5
H 10.4042 12.2018 11.7146 0.3 -1.1 0.6
H 11.7652 11.5396 12.7266 0.0 0.4 -0.3
H 10.4685 12.4740 13.3738 -0.4 0.8 1.6
H 10.3628 10.0088 13.9805 -0.3 0.3 -0.5
H 8.9720 10.4319 12.9457 0.1 -0.1 0.1
H 12.3057 9.2915 12.8579 0.6 0.3 0.5
H 11.1946 8.0788 13.5923 0.5 0.6 -1.8
H 13.0689 7.0523 12.2632 -0.8 0.6 -0.7
H 11.4646 6.7605 11.5078 0.5 -0.1 -0.2
H 12.5702 7.9367 10.7599 0.1 0.2 -0.2
H 8.8179 8.2102 12.1152 -0.1 -0.1 -0.6
H 9.8513 7.9477 10.6853 0.1 -0.6 -0.5
H 8.0733 10.4181 11.0759 -0.3 0.5 0.6
H 7.7090 9.1658 9.9676 -0.1 -0.5 0.0
H 9.0699 10.2018 9.6667 0.1 -0.4 0.6
C 11.4074 9.4371 17.8453 -0.2 0.1 0.6
C 12.2208 9.4761 16.5490 -0.1 0.0 -1.1
N 13.5713 8.9172 16.5532 0.1 0.8 0.0
C 14.2769 9.6206 17.6150 1.3 -0.9 0.1
C 14.4068 11.1246 17.3843 -0.3 0.6 -0.6
C 13.6489 7.4439 16.5925 0.3 0.8 0.5
C 14.9759 6.8993 16.0239 -0.6 -0.7 0.9
H 10.4527 9.9683 17.6792 0.4 -0.2 0.0
H 11.9051 9.9467 18.7281 -0.6 -0.7 -1.1
H 11.1418 8.3861 18.0997 0.3 0.7 0.1
H 11.7266 8.9349 15.7504 -0.6 -0.2 0.0
H 12.2948 10.4894 16.1231 0.0 -0.1 0.5
H 13.8094 9.3636 18.5828 0.3 0.3 -0.1
H 15.3105 9.1924 17.6535 -0.6 0.4 0.1
H 13.4690 11.7669 17.5314 1.2 -1.1 -0.3
H 15.1630 11.4739 18.0744 0.1 0.2 0.1
H 14.8569 11.3065 16.3670 -0.7 -0.1 0.8
H 12.7600 7.1217 16.0323 0.4 -0.4 0.2
H 13.5962 7.1267 17.6469 -0.4 -0.3 -0.2
H 15.0199 7.0224 14.9560 0.1 0.0 -0.4
H 15.0294 5.8166 16.2866 0.1 0.7 -0.3
H 15.8463 7.3871 16.4873 -0.4 -0.3 -0.1
C 20.1020 13.0392 13.1927 1.1 -0.2 -0.3
C 21.3887 12.4214 12.4401 -1.2 1.2 -0.4
N 21.0602 11.3228 11.4783 1.8 -0.6 1.6
C 22.3067 10.7386 10.9161 0.5 1.7 0.3
C 22.0899 9.5074 10.1276 -0.4 -1.2 0.0
C 20.1199 11.6368 10.4688 -1.9 1.7 -1.3
C 20.4367 12.8623 9.5265 -0.3 -0.9 0.2
H 20.2535 14.0919 13.5435 0.2 -0.9 -0.5
H 19.9309 12.4371 14.0792 -0.1 -0.1 0.1
H 19.1735 13.0146 12.6034 0.5 0.0 0.0
H 21.9217 13.2378 11.9010 -0.3 -0.3 0.2
H 22.1019 12.0527 13.1890 -0.4 -0.2 -0.2
H 22.7262 11.4626 10.2061 0.3 0.3 0.2
H 23.0908 10.6006 11.6967 -0.9 0.0 -0.2
H 21.5384 9.7419 9.1966 0.4 -0.5 0.4
H 23.0755 9.0862 9.8832 -0.4 0.0 -0.1
H 21.5289 8.7859 10.7595 0.2 0.1 -0.7
H 19.1295 11.7957 10.9563 0.6 -0.1 -0.5
H 19.9932 10.8064 9.7661 -0.1 -0.1 0.5
H 19.6095 13.1200 8.8550 -0.1 -0.3 0.3
H 21.2468 12.5779 8.8724 0.5 0.1 -0.2
H 20.7109 13.7609 10.0432 0.2 0.4 0.4
C 16.8956 9.6641 12.6334 -2.5 0.2 1.5
C 18.2425 9.6928 12.5800 1.8 -0.5 0.6
C 19.0773 9.5671 13.7319 -0.1 0.3 -1.0
C 18.4693 9.4090 14.9318 -0.3 -0.5 2.0
C 17.0720 9.3618 15.0091 0.1 -0.7 0.8
C 16.2767 9.4948 13.9087 -0.8 0.2 -0.6
O 14.8850 9.4537 13.9809 1.2 0.1 -1.0
O 20.4402 9.6173 13.6042 -0.6 -0.4 0.6
H 16.1583 9.8113 11.8390 0.8 -0.2 -0.3
H 18.7927 9.6824 11.6694 0.0 0.3 -0.9
H 18.9759 9.2433 15.9125 0.1 0.3 -1.2
H 16.6488 9.0303 15.9623 0.0 0.7 -0.3
H 14.5634 9.3262 14.8883 -0.1 -0.1 0.5
H 20.6041 10.0609 12.7584 0.4 0.4 -0.6
```
Forces are in eV/Å.

E   -1844.3754 Eh
Frontier orbital gap   8.330 eV
LUMO   0.8 eV
E_HOMO   -7.560 eV
Structure (SMILES)   Oc1ccc(O)cc1.CCN(CC)CC.CCN(CC)CC.CCN(CC)CC.CCN(CC)CC.CCN(CC)CC